[1]
# H12O6

A cluster of 6 separate species, H12O6 in total (ωB97M-V/def2-TZVPD, OMol25).

Element x y z (Å)
O: 0.278515 -0.848502 1.595938
H: -0.042566 -0.829362 0.687350
H: 1.228389 -0.985138 1.506161
O: -3.850066 1.618004 -1.373834
H: -3.854846 0.797572 -0.868008
H: -4.763170 1.719056 -1.665414
O: -1.028768 -4.374310 -2.078601
H: -0.106657 -4.094537 -2.099263
H: -0.993305 -5.314542 -2.287639
O: 3.030277 -1.102251 0.424798
H: 3.090566 -2.064095 0.439375
H: 3.479279 -0.826878 1.231989
O: -0.363467 3.224350 0.936212
H: -0.443176 3.857590 0.213963
H: -0.668328 3.711543 1.709963
O: 1.935883 1.740248 0.267290
H: 2.096083 2.081390 1.154392
H: 0.975357 1.689860 0.205330

Atoms 1-6, force components in eV/Å:
-0.265 -0.099 0.105
0.106 0.016 0.116
0.045 0.149 -0.313
-0.172 -0.093 0.026
0.076 0.077 -0.023
0.103 0.028 -0.004

The value obtained for the energy above the lowest of the compared OMol25 structures with the same formula, charge and spin is 39.6 kcal/mol. For the HOMO-LUMO gap, the calculation gives 10.95 eV. Its SMILES is O.O.O.O.O.O. Its spin multiplicity is 1.

=====

[2]
# C4H6N

The ion C4H6N with charge +1 at a distorted geometry (ωB97M-V/def2-TZVPD, OMol25).

Element x y z (Å)
C: -1.215415 -0.196845 -0.262734
C: -2.265159 0.084243 -0.972880
C: -0.333570 -1.192101 0.454480
C: 1.025445 0.831342 -0.374857
N: 0.042167 0.272648 0.490137
H: -0.714600 -1.515377 1.362486
H: 0.115755 -1.915181 -0.173845
H: 0.978473 0.211547 -1.348798
H: 0.582219 1.861151 -0.610766
H: 1.990446 0.906973 0.066214
H: -0.205760 0.651601 1.370560

Atoms 1-6, force components in eV/Å:
-0.641 -1.527 0.513
1.933 0.278 1.188
-1.873 1.908 -1.900
-0.985 1.641 -2.908
-1.868 -2.086 -1.250
-0.452 -0.679 1.688

The value obtained for the energy above the lowest of the compared OMol25 structures with the same formula, charge and spin is 68.5 kcal/mol. Its charge is +1. For the HOMO-LUMO gap (alpha / beta), the calculation gives 10.74 / 8.08 eV. Its spin multiplicity is 3.